No. 1
# C5H9N3

A structure of composition C5H9N3 at a distorted geometry (ωB97M-V/def2-TZVPD, the OMol25 dataset).

* energy above the lowest of the compared OMol25 structures with the same formula, charge and spin: 260.8 kcal per mole
* orbital gap: 7.55 eV
* E_tot: -359.781729 a.u.
* F_max: 0.226 Eh/bohr
* total charge: 0

```
17
Properties=species:S:1:pos:R:3:forces:R:3:mulliken_charge:R:1
H -1.1722 1.2315 1.3566 0.97 -1.80 0.19 0.411
N 1.0709 1.4753 -0.9088 0.05 -2.50 -2.61 -0.646
H -0.5555 -3.0320 0.6252 -2.75 3.62 -0.78 0.237
H 0.8182 -1.8426 -0.8581 -1.79 1.52 1.52 0.155
C 0.7185 -0.4213 1.1091 -2.32 -0.99 0.95 -0.619
H -1.2894 -0.3305 -1.3060 -0.87 -0.36 2.96 0.302
C 1.0030 0.1825 -1.2063 1.80 1.39 -2.24 -0.257
C -0.4112 0.6302 0.7537 -1.56 0.58 0.31 -0.318
H 1.6386 -0.0924 1.6423 -0.44 -0.52 -0.99 0.346
H 0.1117 -1.2856 1.5489 1.66 1.57 0.90 0.351
H 1.3457 -0.3295 -2.1751 0.56 1.95 1.33 0.291
H -2.8324 -1.7946 0.1916 5.30 -0.04 1.51 0.285
C -0.9365 -0.5667 -0.1596 -6.84 0.58 -2.68 0.462
N 0.0923 1.7325 -0.0628 -2.34 2.81 4.97 -0.098
C 0.3434 -0.8423 -0.3866 11.31 -2.36 -1.06 -0.507
N -1.4951 -1.6466 0.6344 -4.61 -2.62 -0.82 -0.711
H -0.0445 2.6534 0.6730 1.88 -2.83 -3.47 0.316
```
Positions in Å, forces in eV/Å.

No. 2
# C23H20N2O4Pt

A structure of composition C23H20N2O4Pt at a distorted geometry (ωB97M-V/def2-TZVPD, the OMol25 dataset).

* orbital gap (spin up / spin down): 5.04 / 2.15 eV
* E_tot: -1417.334887 a.u.
* 2S+1: 5
* F_max: 0.078 Eh/bohr
* total charge: +2

```
50
Properties=species:S:1:pos:R:3:forces:R:3:mulliken_charge:R:1
H -2.0517 4.0018 3.2900 0.47 0.11 0.25 0.425
H 2.9469 -5.6018 2.4970 -0.67 -0.27 -0.17 0.382
H 5.1070 -1.6220 0.5714 0.23 -0.29 0.87 0.385
H -5.4907 -0.4516 -0.6942 -0.23 -0.10 0.93 0.451
C 1.4535 -2.2636 -1.0360 -2.29 -0.30 -1.43 -1.196
C 5.2622 -3.2267 2.0931 -1.48 -0.27 -0.22 -0.586
C 1.0301 5.3021 4.0260 1.07 1.43 -0.09 -0.131
C -0.3335 5.1517 4.0394 -2.51 -2.01 0.33 -0.548
H -2.3939 -0.2543 -6.3538 0.40 -0.02 0.69 0.312
H 1.6610 -4.0331 0.7895 0.96 -0.50 0.04 0.241
H 5.1407 -4.9843 3.2621 -0.18 -0.33 0.46 0.405
C 2.7767 -1.9150 -0.4936 2.45 1.35 0.70 0.716
C 1.2006 3.6824 2.2994 1.91 1.30 -0.94 -0.360
C -4.1572 -1.4819 -3.4613 -1.05 -2.02 -0.41 -0.580
C -0.2220 3.5564 2.2434 0.38 -1.35 0.12 0.505
C 4.5994 -4.3736 2.5685 0.60 0.89 -0.82 -0.404
N -2.0823 2.4244 1.0937 0.79 -0.27 -0.70 -0.926
H -4.5130 -1.9419 -4.3652 0.20 -0.66 -0.19 0.468
C 3.3984 -2.8057 0.5805 0.14 0.41 -0.35 0.494
C 2.7340 -3.9149 1.0430 -0.30 -0.78 2.00 -0.200
O -1.2564 0.2742 -2.4417 -3.53 -1.14 -1.49 -0.785
O 0.2046 2.2402 0.4241 -0.19 -0.06 -0.35 -0.439
H -2.0247 0.9168 -5.0197 0.59 -1.29 -0.36 0.280
O -2.0134 -1.1980 -4.5145 -2.84 1.42 2.07 -0.338
H -0.9145 5.6870 4.7883 0.07 -0.07 -0.26 0.397
C -4.8440 -1.7083 -2.2713 1.07 1.00 -0.95 -0.619
C 1.8374 4.6552 3.0989 -2.14 -2.63 -0.83 -0.578
C -3.5138 0.1627 -1.3596 -1.39 -1.56 -0.97 0.279
C -4.6686 -0.6973 -1.3276 1.84 1.85 -0.27 -0.627
C -1.7594 -0.0997 -5.4521 -0.07 0.81 -0.50 -0.586
C -0.7266 2.6988 1.1731 -0.41 1.64 3.16 0.587
H 1.3880 -3.3292 -1.3645 0.22 0.81 0.11 0.433
H -4.3553 1.5502 0.1054 0.75 -0.65 -0.02 0.439
C 3.3695 -4.7134 2.0740 -0.75 0.65 -1.20 -0.685
H -5.4719 -2.5416 -2.0655 -0.90 -0.30 -0.40 0.506
C -2.9332 -0.8559 -3.5147 1.29 -1.05 -2.69 0.881
H 6.1491 -2.9247 2.5615 1.32 0.31 0.27 0.441
C -2.5623 -0.0341 -2.4341 3.38 0.29 1.54 0.621
H 1.4408 6.0401 4.7117 0.18 -0.21 -0.09 0.386
N -2.2503 1.5488 0.0832 -1.56 0.29 0.88 0.410
C 4.6692 -2.4730 1.1156 -0.50 0.68 -1.64 -0.316
C -0.9667 4.1533 3.2732 -0.63 2.12 -0.06 -0.205
Pt -0.5805 1.2992 -1.0091 2.79 -0.33 -1.29 0.744
O 3.3910 -0.9199 -0.9121 -1.29 -1.60 0.69 -0.645
H 2.8811 4.7378 3.0602 1.23 0.31 0.04 0.470
H 1.7956 3.1126 1.5418 -0.50 0.66 1.05 0.415
C -3.4261 1.1006 -0.3231 0.05 2.10 1.64 -0.103
H 1.2104 -1.5915 -1.8977 0.51 -0.65 0.47 0.230
H 0.5662 -2.1369 -0.3730 0.89 -0.08 0.22 0.302
H -0.7016 -0.2023 -5.7239 -0.39 0.33 0.13 0.252
```
Positions in Å, forces in eV/Å.

No. 3
# C35H26BrIN5PdS2

A structure of composition C35H26BrIN5PdS2 (ωB97M-V/def2-TZVPD, the OMol25 dataset).

* energy above the lowest of the compared OMol25 structures with the same formula, charge and spin: 0.0 kcal per mole
* orbital gap (spin up / spin down): 6.56 / 6.87 eV
* E_tot: -5418.949905 a.u.
* 2S+1: 3
* F_max: 0.008 Eh/bohr
* total charge: +1

```
71
Properties=species:S:1:pos:R:3:forces:R:3:mulliken_charge:R:1
H -3.7934 -4.4134 0.0942 0.00 0.00 0.00 0.455
H -5.9958 3.0324 0.2463 -0.01 0.00 0.00 0.371
H 1.0561 -0.1418 -4.6424 0.00 0.00 -0.02 0.515
I 1.0033 4.0762 -0.2370 0.14 0.36 -0.05 0.335
H -1.3879 -4.2998 -2.3128 0.00 0.00 -0.01 0.381
C -4.5686 -2.4467 0.1896 0.02 0.03 -0.01 -1.438
H -2.0695 -5.4339 1.2083 0.00 0.00 0.00 0.389
H -0.6480 1.0768 -3.2964 0.02 0.02 -0.01 0.563
C 2.3447 -0.4855 -1.5359 0.14 -0.14 -0.07 0.025
C 3.3759 3.1478 1.3270 0.06 -0.03 0.02 -0.123
H -5.8922 5.4974 0.2467 -0.01 0.00 0.00 0.410
N -2.7489 0.6778 0.0395 0.03 -0.05 -0.05 0.338
C 3.6494 2.7406 -1.0298 0.05 -0.04 0.00 0.243
C -2.5740 4.8088 0.1280 0.07 0.01 0.05 0.215
C -4.2468 -1.0898 0.1686 -0.05 -0.03 0.01 0.800
C -3.8692 1.3281 0.1539 0.02 0.12 0.03 1.453
H -0.5958 -5.6644 -1.5120 0.01 -0.01 0.00 0.440
H 1.0168 0.4595 4.4007 0.00 0.00 0.01 0.519
C 1.3190 0.2795 0.6061 -0.08 0.00 -0.18 0.414
C 0.2914 -3.4235 -0.3119 -0.02 0.00 -0.02 -1.859
C -3.7482 5.5541 0.1700 -0.02 -0.03 0.01 -0.878
C -1.1029 -4.0405 -0.1700 -0.01 0.02 0.01 2.253
C -3.5426 -3.3609 0.0794 0.01 -0.01 0.00 -0.409
H 3.0380 -1.1263 -3.4625 0.00 -0.01 -0.01 0.578
H 6.3607 1.6868 0.6945 0.00 0.00 0.00 0.451
C -3.8569 2.7982 0.1678 0.02 -0.14 0.00 0.624
H -0.6873 1.4773 2.8873 0.02 0.02 0.00 0.563
H -0.8813 -1.2716 -0.1714 0.00 0.00 0.01 -0.252
C 3.4128 -0.9579 0.6717 0.00 0.01 0.15 1.267
C -2.1913 -2.9752 -0.0519 0.01 -0.02 0.01 0.087
C 2.2218 -0.2401 2.7656 0.01 0.02 -0.02 -0.639
H -0.9429 -4.3185 1.9832 0.01 0.00 0.01 0.369
N 4.4946 -1.6636 -1.2187 -0.06 0.05 0.01 -0.719
H 2.7816 3.5323 2.1449 -0.01 0.00 0.00 0.548
H -5.5928 -2.7789 0.2872 -0.02 -0.01 0.00 0.402
H -2.3317 -5.4238 -1.3333 0.00 0.00 0.00 0.385
Pd -1.0172 2.0444 -0.2049 -0.22 -0.11 -0.17 -0.494
C 5.3827 2.1127 0.5141 0.01 -0.03 -0.03 -0.582
C -5.0351 3.5334 0.2133 -0.01 0.03 0.01 -0.876
H 0.3692 -2.8027 -1.2087 -0.01 0.00 0.00 0.264
C -1.1165 -4.9185 1.0880 -0.01 -0.01 0.01 -1.763
H 1.0318 -4.2202 -0.3955 0.00 -0.01 0.00 0.612
H 5.4896 1.8210 -1.6119 0.01 -0.01 -0.01 0.460
H -0.3338 -5.6763 1.0256 0.00 -0.01 0.00 0.436
C 2.2571 -0.6056 -2.9245 -0.03 -0.04 0.03 -0.791
C -2.5896 3.4178 0.1182 -0.06 -0.10 0.07 -0.187
C -1.3745 -4.9074 -1.4061 0.00 -0.01 -0.01 -1.772
C 2.8870 3.2220 0.0271 -0.08 -0.03 0.05 -0.124
N 4.4695 -1.5148 1.2428 -0.07 0.04 -0.02 -0.691
Br 3.0566 2.8160 -2.8185 0.05 0.15 0.01 -0.038
C 0.2138 0.6225 -2.8228 0.02 -0.05 -0.03 -0.821
N 0.2983 0.7520 -1.5083 0.05 -0.02 0.04 0.222
H -3.7004 6.6353 0.1707 0.01 0.01 0.00 0.420
C 1.1717 -0.0604 -3.5716 -0.06 -0.04 0.05 -1.065
C 0.1805 0.9648 2.4908 0.02 0.01 0.03 -0.871
C 4.8992 2.1852 -0.7828 0.00 -0.01 0.04 -0.435
C 1.3327 0.1911 -0.8626 -0.07 0.04 0.18 0.784
C 1.1378 0.3950 3.3293 -0.02 -0.01 -0.05 -1.084
C 2.3193 -0.3072 1.3742 0.16 -0.08 0.06 0.338
C -1.8944 -1.6287 -0.0684 -0.01 0.00 -0.02 1.666
C -2.9207 -0.6917 0.0414 0.06 0.03 0.00 -2.220
N 0.2760 0.9132 1.1716 0.04 0.10 -0.01 0.006
C -4.9799 4.9181 0.2126 0.00 0.00 0.00 -0.690
S 5.3912 -2.0897 0.0518 -0.04 0.03 -0.01 0.100
H 4.9990 2.5449 2.5831 0.01 0.01 0.01 0.408
S -5.2647 0.3153 0.2838 -0.03 0.00 0.00 -0.357
C 4.6230 2.5941 1.5703 -0.06 -0.01 0.00 -0.832
H 0.5546 -2.8162 0.5590 0.00 0.01 0.01 0.234
H 2.9970 -0.6885 3.3729 0.00 -0.01 0.01 0.601
H -1.6357 5.3547 0.1131 0.01 -0.02 -0.02 0.112
C 3.4264 -1.0434 -0.7415 -0.01 0.00 -0.14 0.954
```
Positions in Å, forces in eV/Å.